53
Properties=species:S:1:pos:R:3:nbo_charge:R:1 method="wB97M-V/def2-TZVPD" lumo_energy_ev=2.826 total_charge=-1 fmax_ev_per_a=2.28 relative_energy_kcal_mol=27.9 multiplicity=1
O 6.73 9.41 10.22 -0.727
O 11.68 5.41 11.67 -0.703
O 8.49 5.94 10.21 -0.707
O 11.85 8.72 12.64 -0.749
O 8.86 8.29 12.20 -0.990
O 4.53 4.73 16.29 -0.726
C 12.15 10.08 12.93 -0.060
C 8.99 8.05 14.64 -0.658
C 4.52 5.21 13.92 -0.633
C 12.43 10.22 14.42 -0.630
C 7.87 4.73 10.51 -0.049
C 12.15 5.40 14.02 -0.635
C 8.14 7.94 13.34 -0.041
C 11.06 5.50 12.96 -0.076
C 4.74 8.94 11.61 -0.638
C 4.45 5.76 15.35 -0.065
C 6.51 4.91 11.17 -0.646
C 5.50 9.92 10.74 -0.060
H 12.59 4.41 14.11 0.181
H 4.79 10.18 9.95 0.152
H 10.91 8.60 12.85 0.508
H 3.76 9.29 11.94 0.193
H 7.71 4.22 9.55 0.150
H 13.41 9.85 14.72 0.195
H 11.30 10.71 12.68 0.166
H 8.57 7.40 15.42 0.179
H 5.39 4.31 16.27 0.468
H 8.45 4.10 11.19 0.133
H 13.06 10.37 12.39 0.155
H 6.65 5.19 12.22 0.200
H 7.22 8.56 13.34 0.103
H 8.39 6.44 11.05 0.500
H 5.26 4.40 13.82 0.200
H 3.58 4.71 13.68 0.196
H 10.36 4.66 13.07 0.139
H 7.25 9.16 11.01 0.511
H 3.51 6.32 15.35 0.171
H 8.78 9.08 14.93 0.198
H 4.78 5.97 13.19 0.225
H 11.65 5.48 14.99 0.195
H 12.89 6.19 13.90 0.227
H 12.48 11.29 14.69 0.183
H 11.58 9.86 14.99 0.210
H 4.61 7.98 11.11 0.204
H 5.96 3.96 11.15 0.192
H 10.06 7.86 14.58 0.199
H 11.96 4.49 11.59 0.441
H 5.26 6.49 15.48 0.162
H 5.24 8.79 12.57 0.204
H 5.61 10.83 11.33 0.142
H 5.91 5.75 10.80 0.214
H 7.62 6.97 13.24 0.077
H 10.55 6.45 13.04 0.222